[1]
{"formula": "C16H17BrN2O7W", "method": "the ωB97M-V functional and the def2-TZVPD basis", "symbols": ["N", "C", "C", "C", "O", "C", "H", "H", "O", "H", "C", "C", "H", "H", "W", "H", "O", "O", "H", "H", "O", "H", "C", "H", "C", "H", "Br", "C", "H", "H", "C", "C", "H", "H", "N", "O", "C", "H", "C", "H", "C", "C", "O", "C"], "positions_angstrom": [[-0.44961, 1.66714, 0.56191], [1.25658, 1.09994, 2.07505], [-1.82229, 3.62447, 0.69311], [-1.65792, -3.27732, 2.53260], [1.45499, 0.29595, 0.72916], [0.07990, 1.95217, 1.77959], [0.11448, 3.21446, 3.51260], [1.15904, -3.47263, -1.35596], [1.86139, 0.24094, -1.77689], [-0.06355, -0.56021, -3.58246], [-1.53991, 2.26187, -1.43174], [-0.33669, 2.98657, 2.55179], [-0.20963, -3.55311, -2.52833], [0.33599, -3.51943, 3.33671], [0.22653, 0.04368, -0.56152], [-2.11558, -4.00647, 3.19320], [-1.76968, 4.77476, 2.81012], [-0.61025, 1.17437, -1.75191], [-2.45183, 5.38601, 2.46740], [3.46286, 1.41324, -2.43808], [-2.24113, 2.72841, -2.22728], [3.79171, 0.43518, -0.95204], [-2.44130, -2.60866, 1.58805], [-0.54816, -3.29352, -0.80124], [-1.37517, 3.83516, 2.03279], [2.75825, 1.91844, -0.87980], [-2.62108, -0.73530, -0.60784], [2.03088, -0.61511, -2.98514], [0.74300, -2.13089, -3.82012], [-2.50119, 4.31321, 0.19968], [-0.29088, -3.00851, 2.61608], [0.27131, -2.07450, 1.77827], [-3.50352, -2.79875, 1.48994], [2.82645, -1.32372, -2.75512], [-0.48598, -1.40930, 0.85195], [1.98265, 0.91070, 2.94212], [3.08652, 1.07478, -1.47649], [2.31092, 0.03206, -3.81632], [0.15992, -3.12270, -1.60263], [1.32580, -1.83858, 1.81927], [0.68640, -1.24553, -3.18984], [-1.32148, 2.55107, 0.02156], [0.23393, -1.63336, -1.82303], [-1.80266, -1.70698, 0.78083]], "forces_ev_per_a": [[0.0108, -0.0180, -0.0251], [-0.0539, 0.0567, 0.0767], [0.0157, -0.0325, -0.0155], [0.0420, -0.0201, 0.0289], [0.1065, 0.0169, -0.0217], [0.0363, -0.0145, 0.0293], [0.0032, -0.0017, -0.0001], [-0.0065, -0.0152, -0.0213], [0.0521, 0.0024, -0.0440], [0.0210, -0.0030, -0.0131], [-0.0003, -0.0043, 0.0167], [0.0005, -0.0154, -0.0161], [-0.0218, -0.0093, 0.0069], [0.0022, 0.0013, -0.0013], [-0.0268, -0.0627, -0.0165], [-0.0037, 0.0024, -0.0026], [-0.0059, -0.0047, -0.0242], [0.0082, 0.0336, -0.0102], [0.0113, -0.0018, 0.0137], [0.0069, -0.0039, 0.0020], [0.0012, -0.0012, 0.0025], [0.0101, 0.0089, -0.0038], [-0.0462, 0.0412, -0.0599], [0.0202, -0.0205, -0.0045], [-0.0051, 0.0101, 0.0113], [0.0210, -0.0007, -0.0007], [-0.0484, -0.0351, 0.0211], [-0.0138, 0.0169, 0.0644], [-0.0277, -0.0265, 0.0361], [0.0005, 0.0023, -0.0008], [-0.0151, -0.0013, -0.0040], [0.0049, 0.0223, -0.0254], [0.0017, 0.0048, -0.0066], [0.0012, 0.0042, -0.0107], [-0.0469, -0.0597, 0.0083], [-0.0077, -0.0101, -0.0176], [-0.0648, -0.0124, 0.0185], [-0.0089, -0.0093, -0.0080], [-0.0093, 0.0835, -0.0219], [-0.0023, -0.0016, -0.0009], [0.0442, 0.0275, -0.0847], [-0.0409, 0.0421, -0.0423], [-0.0168, 0.0267, 0.1114], [0.0506, -0.0183, 0.0556]], "de_lowest_ev": 0.618, "mol_weight_g_mol": 613.1, "total_charge": 4, "lumo_energy_ev": -16.55, "homo_lumo_gap_ha": 0.24163, "energy_ha": -3895.5517}

=====

[2]
{"formula": "C16H17Cl2F5O2Pt", "method": "the ωB97M-V functional and the def2-TZVPD basis", "symbols": ["F", "C", "Pt", "Cl", "H", "C", "C", "C", "H", "F", "H", "H", "H", "O", "F", "C", "H", "C", "C", "H", "H", "H", "H", "H", "H", "Cl", "F", "C", "H", "H", "C", "C", "C", "C", "H", "C", "C", "F", "C", "C", "H", "O", "H"], "positions_angstrom": [[0.85580, 1.81346, 3.55031], [-3.05410, 0.05188, -2.09027], [0.72492, 0.90233, 0.65502], [-0.13648, 3.36156, 0.96386], [2.85662, 0.36737, 1.75703], [1.76157, 1.35620, -2.30699], [0.24405, -1.54131, 4.74553], [0.55036, 0.50982, 3.53986], [2.37405, 2.39382, 0.43668], [0.16844, -2.21241, 5.91888], [-3.54976, -0.74811, -1.52517], [2.04649, -1.88412, -2.27809], [-1.72171, -2.70298, -2.51643], [1.53426, 2.62267, -0.04868], [-0.11702, -2.22032, 1.22933], [-1.35707, -2.46328, -1.51924], [1.61241, 1.30392, -3.38782], [1.69117, -1.57779, -1.27249], [-1.59750, 0.07049, -1.79765], [-3.22976, -0.13560, -3.16784], [2.51878, -1.07728, -0.73412], [1.85840, 2.41305, -2.05957], [-3.52561, 1.00471, -1.82624], [-0.42965, 3.28291, -2.04834], [-0.57706, -3.17195, -1.25726], [-2.61233, 0.96484, 1.23642], [0.68685, 0.49414, 5.90730], [0.04122, -2.21911, 3.54690], [1.45285, -2.50498, -0.71130], [2.67192, 0.82344, -2.04555], [-0.76985, 1.18480, -1.87882], [0.61679, 0.76907, -1.58392], [0.39083, -0.15884, 2.33136], [-1.18343, 2.53377, -2.30753], [-2.11092, 2.82795, -1.79844], [0.50051, -0.17054, 4.74972], [0.51443, -0.69388, -1.37576], [-0.21141, -3.53471, 3.54133], [-0.83242, -1.08017, -1.49182], [0.08104, -1.51120, 2.35188], [-2.18229, -2.56827, -0.82078], [2.82418, 0.56155, 0.78076], [-1.37955, 2.56312, -3.39205]], "forces_ev_per_a": [[0.0363, 0.1760, 0.3191], [-0.3731, -0.0696, -0.1149], [-2.1030, -1.5081, -1.5577], [-1.3762, 1.6299, 1.2613], [0.2485, 0.1958, -1.4822], [0.3652, 0.4897, -0.2643], [-0.0426, 0.2299, -0.1237], [0.0736, -1.4016, -0.1377], [-0.3543, 0.4666, -0.1801], [0.0335, -0.0597, 0.0747], [0.0067, 0.2810, -0.0665], [-0.0095, 0.0396, 0.2500], [-0.1353, -0.1054, -0.1947], [2.7349, 1.2933, -0.9094], [-0.0384, -0.0667, -0.0520], [0.1351, 0.0035, 0.3034], [-0.0414, -0.2671, -0.2486], [0.7739, -0.8546, 0.0864], [0.2651, 0.3218, -0.2179], [-0.0244, 0.0397, 0.2221], [-0.3742, -0.2168, -0.2657], [0.2309, -0.1233, -0.0715], [0.0504, -0.2285, 0.0561], [-0.0610, -0.0944, -0.0965], [0.0025, -0.1693, 0.0689], [-0.2976, -0.1751, 0.0237], [0.0076, -0.1699, 0.3103], [-0.0210, 0.8710, -0.1572], [0.1349, 0.4567, -0.2846], [0.2390, 0.1376, 0.0241], [0.4032, -1.0620, 0.2227], [-1.5946, -2.2299, -0.4331], [-0.6719, -0.5218, 0.4078], [-0.2683, 0.5743, 0.1626], [0.1279, -0.0421, -0.0420], [-0.1806, -0.0708, -0.5715], [0.3975, 1.8345, 0.8119], [-0.0827, -0.5103, 0.2739], [0.1508, 0.8512, -0.4964], [0.4883, 0.5073, 1.1165], [-0.1765, -0.1277, 0.1569], [1.2223, -0.3668, 1.7008], [0.0983, 0.0419, 0.1152]], "de_lowest_ev": 0.000, "mol_weight_g_mol": 602.3, "total_charge": -2, "lumo_energy_ev": [4.93, 4.88], "s_squared": 6.029, "multiplicity": 5, "homo_lumo_gap_ha": [0.19325, 0.21749], "energy_ha": -2309.2144}

=====

[3]
{"formula": "C16H17Cl2FeN2O3S3", "method": "the ωB97M-V functional and the def2-TZVPD basis", "symbols": ["H", "H", "C", "H", "H", "H", "C", "H", "C", "O", "S", "C", "C", "Fe", "C", "C", "C", "C", "H", "N", "H", "H", "H", "O", "O", "C", "S", "N", "H", "H", "H", "H", "S", "C", "C", "H", "H", "C", "Cl", "H", "Cl", "C", "C", "C"], "positions_angstrom": [[-0.78780, -0.47538, -1.44169], [-3.25725, 1.71852, -0.88282], [2.82074, 5.03249, 2.13200], [4.74715, -2.25171, -3.20610], [-2.91817, 0.18797, 0.00176], [4.29085, -1.65448, -1.55966], [2.74233, 5.91937, 1.03409], [-1.57978, 1.19407, -0.61329], [-1.28221, -1.23920, -3.44177], [-0.09308, -2.01998, -3.35938], [1.92998, 3.31630, 4.04380], [-2.91425, -2.28577, 3.00970], [4.08909, 4.97141, 2.71469], [0.07302, 2.14710, 3.12681], [-1.15070, -0.67367, 3.45014], [-2.57533, 0.87031, -0.80533], [-1.50218, -2.00727, 2.98637], [-1.64105, -0.79995, -2.00260], [-1.06414, -0.33880, -4.04927], [5.13677, 4.94772, 3.21596], [-4.91179, -1.62195, 3.35184], [-3.32617, -3.25854, 2.63499], [-2.03585, -1.67978, -1.49185], [-2.69502, 0.20089, -2.05883], [2.61312, -1.89761, -2.68775], [1.80961, 4.30581, 2.62910], [0.45821, -0.09800, 2.94201], [2.85748, 6.65076, 0.11407], [-4.12249, 0.56996, 4.46627], [1.95031, -3.53529, -3.72217], [-2.06201, -1.95162, -3.75364], [2.96217, -2.47401, -4.77122], [0.31764, 4.10119, 1.67689], [-3.45314, -0.17277, 3.97865], [0.92088, -1.78456, -4.35846], [0.61195, -2.27929, -5.31770], [3.93738, -3.43664, -1.96357], [-3.82115, -1.38878, 3.47618], [-1.63164, 1.80642, 4.65932], [1.01720, -0.70522, -4.44690], [-0.44822, -3.30137, 2.59245], [2.17680, -2.50218, -3.92534], [-2.15217, 0.23011, 3.97393], [3.96292, -2.33656, -2.35169]], "forces_ev_per_a": [[0.6664, 0.4747, -0.0012], [0.1059, 0.0665, 0.3473], [-0.0706, 0.4279, 0.0229], [-1.5794, -0.1499, 1.0827], [0.2148, 0.3791, -0.1295], [-0.0490, -0.3804, -0.0450], [0.3213, 2.2732, -3.5072], [0.8899, 0.3820, 0.1402], [0.8481, -0.1547, 0.9231], [0.6707, -0.1832, -0.0802], [-0.5550, -0.6007, -0.1600], [1.6353, -1.6051, -0.7575], [2.5395, 0.1142, 1.5743], [1.6592, 1.2166, -0.7879], [0.4625, -0.2142, -1.3602], [-2.2696, -0.2837, -0.4210], [-2.9030, 1.6505, 1.6601], [-1.4399, -0.6633, -1.5860], [-0.7523, -0.5143, -0.0510], [-1.2092, -0.0695, -0.6381], [1.2186, 0.1966, 0.4605], [0.8253, 0.9396, 0.3280], [-0.0199, -0.1120, 0.2486], [1.9963, -0.5222, 0.8777], [1.9082, -0.7342, -1.2392], [-1.3448, -0.7190, -0.7872], [-0.1892, 0.3100, 0.5037], [-0.5864, -2.0947, 2.7371], [-0.0824, -0.9486, -0.6780], [-0.1758, -0.6341, -0.0680], [-0.0837, 0.9090, -0.6692], [-0.9559, 0.2255, 1.3202], [0.0132, -1.0065, 1.1384], [-0.6470, 2.7135, 1.6552], [-1.2633, -1.0913, 0.0790], [0.0896, 0.7216, 0.4361], [0.1433, 1.8378, -0.6798], [-2.2914, -0.1890, -0.5175], [-1.0074, -0.8150, 0.0393], [0.4485, 0.0833, -0.3446], [0.2190, 0.7065, -0.1571], [0.7579, 1.1633, 0.1425], [1.9705, -2.2831, -0.8449], [-0.1290, -0.8227, -0.2067]], "mol_weight_g_mol": 508.3, "lumo_energy_ev": [-0.53, -2.79], "s_squared": 8.773, "multiplicity": 6, "homo_lumo_gap_ha": [0.30776, 0.22489], "energy_ha": -4333.6047}